[1]
Below is a 2-piece molecular cluster, C4H14N3 overall, with properties calculated with the ωB97M-V functional and the def2-TZVPD basis.

```
21
Properties=species:S:1:pos:R:3:lowdin_charge:R:1
C -0.37 1.19 1.52 -0.0212
C -0.56 1.62 -0.94 -0.4394
N 0.03 1.77 0.24 0.0567
N -1.84 1.27 -0.99 0.2158
N 0.10 1.90 -2.07 0.2279
H 0.91 2.26 0.22 0.1620
H -2.35 1.54 -0.16 0.1245
H -2.37 0.85 -1.73 0.1388
H 1.06 1.83 -2.19 0.1087
H -0.44 1.80 -2.92 0.1358
H -0.61 2.02 2.19 0.1001
H 0.41 0.55 1.91 0.0740
H -1.21 0.51 1.42 0.0945
C 1.11 -2.15 1.16 -0.1639
C 0.67 -2.56 -0.27 -0.1559
H 1.85 -2.87 1.53 0.0666
H 1.68 -1.22 1.16 0.0467
H 0.24 -2.26 1.80 0.0626
H 1.39 -3.21 -0.76 0.0644
H 0.54 -1.68 -0.90 0.0387
H -0.25 -3.15 -0.20 0.0626
```

Its energy above the lowest of the compared OMol25 structures with the same formula, charge and spin is 43.4 kJ/mol. The lowest unoccupied orbital energy is -0.113 Eh. For the highest occupied orbital energy, the calculation gives -14.606 eV. As for the net charge: +1. The calculation puts the total energy at -8839.5732 eV.

[2]
Below is a 2-piece molecular cluster, H6O5Si2 overall, with properties calculated with the ωB97M-V functional and the def2-TZVPD basis.

```
13
Properties=species:S:1:pos:R:3:lowdin_spin:R:1
O 2.71 0.90 -0.34 0.1369
O 2.37 -1.47 -1.34 0.1334
O -2.10 1.50 -0.24 0.1264
O -2.31 -0.02 1.87 0.1270
O -2.59 -1.07 -0.60 0.1472
Si 2.00 -0.55 -0.07 0.5972
Si -1.78 0.00 0.33 0.5772
H 2.56 1.62 0.26 0.0050
H 2.69 -1.08 -2.15 0.0028
H -2.09 1.63 -1.19 0.0067
H -2.69 0.78 2.22 0.0098
H -2.72 -1.96 -0.31 0.0085
H 2.52 -1.24 1.09 0.1221
```

Its energy above the lowest of the compared OMol25 structures with the same formula, charge and spin is 0.0 kJ/mol. The lowest unoccupied orbital energy (alpha / beta) is 0.023 / -0.053 Eh. The expectation value of S² is 2.00. For the highest occupied orbital energy (alpha / beta), the calculation gives -6.231 / -11.811 eV. The spin multiplicity is 3. The calculation puts the total energy at -26092.6281 eV.

[3]
Below is a 2-piece molecular cluster, C2H2IN3O overall, with properties calculated with the ωB97M-V functional and the def2-TZVPD basis.

```
9
Properties=species:S:1:pos:R:3:lowdin_spin:R:1
C -1.05 0.72 -0.01 0.0002
C 0.78 -0.22 -0.21 0.0033
N -0.56 -0.45 -0.28 0.0003
N 1.08 1.00 0.08 0.0009
N 4.02 -1.05 0.78 1.5738
O -0.11 1.63 0.22 0.0000
I 5.16 0.16 -0.08 0.4186
H -2.08 1.00 0.04 0.0000
H 1.52 -0.98 -0.37 0.0029
```

Its energy above the lowest of the compared OMol25 structures with the same formula, charge and spin is 9.2 kJ/mol. The lowest unoccupied orbital energy (alpha / beta) is 0.007 / -0.031 Eh. The expectation value of S² is 2.02. For the highest occupied orbital energy (alpha / beta), the calculation gives -9.536 / -10.967 eV. The spin multiplicity is 3. The calculation puts the total energy at -16719.9339 eV.

[4]
Below is an isolated molecule of C26H33N3O5S, with properties calculated with the ωB97M-V functional and the def2-TZVPD basis.

```
68
Properties=species:S:1:pos:R:3:lowdin_charge:R:1
C -1.21 0.46 -4.40 -0.0697
O -0.95 1.27 -3.27 -0.1069
C -1.88 1.32 -2.27 -0.2242
C -3.12 0.71 -2.33 -0.0217
C -4.03 0.84 -1.29 -0.0771
C -3.71 1.60 -0.18 -0.0869
C -2.46 2.20 -0.11 -0.0478
C -1.53 2.07 -1.13 -0.1300
C -0.16 2.69 -1.01 -0.0845
N 0.87 1.72 -1.29 0.1058
C 1.70 1.20 -0.37 -0.4504
O 1.84 1.62 0.76 0.0784
C 2.53 0.02 -0.92 -0.1805
C 3.72 0.54 -1.74 -0.1082
C 3.84 -0.46 -2.88 -0.1458
C 2.39 -0.80 -3.17 -0.1283
N 1.78 -0.79 -1.85 -0.0150
C 0.60 -1.42 -1.64 -0.4242
O -0.02 -1.92 -2.57 0.0646
C 0.14 -1.58 -0.20 -0.1916
C -1.39 -1.46 -0.10 -0.1001
C -2.00 -2.55 0.79 -0.1713
N -1.18 -2.87 1.93 -0.2323
S -1.49 -2.13 3.39 0.6726
O -0.93 -2.99 4.40 -0.2783
O -2.90 -1.85 3.43 -0.2852
C -0.58 -0.59 3.43 -0.2704
C 0.69 -0.57 3.98 -0.0606
C 1.38 0.63 4.02 -0.0250
C 0.81 1.80 3.55 -0.2788
C 1.58 3.09 3.58 -0.0433
C -0.47 1.75 3.02 -0.0384
C -1.17 0.56 2.94 -0.0552
C 0.19 -3.26 1.68 -0.1778
C 0.59 -2.99 0.24 -0.1065
H -2.13 0.76 -4.90 0.0950
H -0.37 0.62 -5.07 0.0942
H -1.26 -0.60 -4.12 0.0859
H -3.40 0.11 -3.19 0.1085
H -4.99 0.35 -1.35 0.1076
H -4.41 1.71 0.63 0.1055
H -2.20 2.78 0.76 0.1007
H -0.07 3.52 -1.73 0.1352
H 0.00 3.07 0.00 0.1220
H 0.76 1.26 -2.18 0.1185
H 2.87 -0.57 -0.06 0.1587
H 3.49 1.53 -2.13 0.1216
H 4.62 0.62 -1.13 0.1204
H 4.37 -1.35 -2.54 0.1175
H 4.36 -0.05 -3.74 0.1137
H 1.93 -0.04 -3.82 0.1223
H 2.24 -1.77 -3.64 0.1296
H 0.61 -0.84 0.45 0.1309
H -1.64 -0.47 0.28 0.0951
H -1.81 -1.56 -1.10 0.1113
H -2.96 -2.23 1.18 0.1137
H -2.15 -3.47 0.22 0.1319
H 1.09 -1.47 4.39 0.1106
H 2.38 0.65 4.45 0.1164
H 2.11 3.19 2.64 0.0714
H 2.30 3.10 4.39 0.0788
H 0.91 3.94 3.68 0.0798
H -0.93 2.67 2.67 0.1035
H -2.17 0.51 2.55 0.1076
H 0.83 -2.69 2.36 0.1048
H 0.31 -4.32 1.91 0.1286
H 1.68 -3.08 0.15 0.1258
H 0.14 -3.72 -0.43 0.1278
```

Its energy above the lowest of the compared OMol25 structures with the same formula, charge and spin is 85.0 kJ/mol. The lowest unoccupied orbital energy is 0.020 Eh. For the highest occupied orbital energy, the calculation gives -8.805 eV. The SMILES is COc1ccccc1CNC(=O)[C@@H]1CCCN1C(=O)C1CCN(S(=O)(=O)c2ccc(C)cc2)CC1. The calculation puts the total energy at -53041.9536 eV.

[5]
Below is C22H45N2OPSSb as an isolated structure, with properties calculated with the ωB97M-V functional and the def2-TZVPD basis.

```
73
Properties=species:S:1:pos:R:3:lowdin_charge:R:1
C -8.61 2.40 -0.27 -0.1406
O -7.34 1.76 -0.58 -0.2304
C -7.42 0.43 0.03 -0.2318
C -6.35 0.30 1.25 -0.1757
C -6.02 -1.27 1.39 -0.2128
C -4.95 -1.61 0.20 -0.2139
C -3.52 -1.01 0.69 -0.2242
C -2.31 -2.04 0.34 -0.2043
C -1.06 -1.10 -0.13 -0.2918
C 0.32 -1.77 0.34 -0.3975
Sb 2.15 -0.73 -0.47 1.0927
C 1.83 -1.83 -2.37 -0.3750
C 1.91 -0.94 -3.71 -0.3646
N 3.29 -0.43 -4.04 -0.0434
C 0.90 0.99 -1.21 -0.3793
C 1.83 2.23 -1.67 -0.3463
C 0.88 3.43 -2.26 -0.5322
S 1.70 5.05 -1.76 0.5716
C 2.30 0.35 1.45 -0.3491
C 3.71 0.34 2.18 -0.2239
C 3.77 -0.35 3.60 -0.0598
C 5.09 -0.40 4.46 -0.1023
C 6.43 0.26 3.97 -0.0984
C 6.36 0.94 2.55 -0.0456
C 5.04 0.98 1.69 -0.1718
C 5.11 1.75 0.30 -0.1114
P 3.46 -2.73 0.36 0.5106
N 4.57 -3.11 -0.79 -0.4606
H -9.50 1.75 -0.62 0.0958
H -8.64 2.55 0.87 0.1012
H -8.67 3.38 -0.86 0.0940
H -7.26 -0.40 -0.76 0.1228
H -8.45 0.24 0.53 0.1168
H -5.44 0.96 1.04 0.1106
H -6.80 0.68 2.25 0.1113
H -6.97 -1.87 1.17 0.1016
H -5.50 -1.56 2.37 0.1059
H -4.86 -2.75 0.01 0.1021
H -5.24 -1.12 -0.79 0.1017
H -3.38 -0.03 0.10 0.1052
H -3.53 -0.72 1.81 0.1137
H -1.99 -2.61 1.28 0.1031
H -2.65 -2.73 -0.51 0.1046
H -1.10 -1.06 -1.28 0.1018
H -1.24 -0.07 0.35 0.0906
H 0.41 -1.93 1.47 0.0490
H 0.38 -2.83 -0.13 0.0406
H 3.57 0.01 -1.16 -0.0349
H 0.77 -2.30 -2.36 0.0514
H 2.56 -2.70 -2.50 0.0365
H 1.62 -1.65 -4.59 0.0969
H 1.15 -0.08 -3.76 0.0862
H 3.49 -0.73 -5.02 0.0543
H 3.16 0.60 -4.15 0.0414
H 0.12 0.68 -1.98 0.0432
H 0.31 1.39 -0.29 0.0526
H 2.25 2.67 -0.68 0.0466
H 2.66 1.94 -2.40 0.0839
H -0.08 3.36 -1.65 0.0617
H 0.74 3.32 -3.38 0.0778
H 2.48 4.85 -0.63 -0.1492
H 1.53 -0.12 2.17 0.0502
H 1.92 1.44 1.30 0.0597
H 2.80 -0.82 4.03 0.0862
H 5.05 -0.88 5.49 0.0627
H 7.39 0.26 4.60 0.0723
H 7.33 1.43 2.20 0.0757
H 4.20 2.43 0.24 0.0573
H 6.03 2.45 0.36 0.0723
H 5.28 1.09 -0.62 0.0623
H 4.15 -2.49 1.60 -0.0711
H 2.56 -3.87 0.43 -0.0467
H 4.32 -4.08 -1.10 -0.0901
```

The lowest unoccupied orbital energy is 0.087 Eh. For the highest occupied orbital energy, the calculation gives -3.556 eV. As for the net charge: -1. The calculation puts the total energy at -55220.8560 eV.

[6]
Below is a 15-piece molecular cluster, H30O15 overall, with properties calculated with the ωB97M-V functional and the def2-TZVPD basis.

```
45
Properties=species:S:1:pos:R:3:lowdin_charge:R:1
H -0.84 -0.27 0.95 0.0488
H -0.98 0.49 -0.45 -0.0109
H 0.47 -2.70 1.94 0.0000
H 1.74 -3.42 2.18 0.0941
H -3.28 2.24 0.29 0.0037
H -3.95 0.96 -0.23 0.0316
H -3.30 4.09 0.25 0.0273
H -3.36 5.14 -0.92 0.0730
H -0.13 2.96 -0.86 0.0346
H 0.49 2.02 -0.02 0.0662
H 0.70 1.06 1.96 0.0402
H 0.18 0.29 3.16 -0.0194
H -0.25 3.66 -4.08 0.0574
H 0.92 2.72 -4.38 0.0010
H 2.41 -2.20 -2.37 0.0214
H 1.98 -3.27 -1.53 0.0710
H -2.83 -2.34 1.94 0.0839
H -4.24 -2.72 2.20 0.0171
H 3.06 1.65 0.60 0.0634
H 3.76 3.01 0.64 0.0017
H -0.23 -4.62 1.00 0.0761
H 0.28 -5.10 -0.29 0.0444
H 3.41 -1.85 -0.54 0.0309
H 3.05 -0.87 0.55 -0.0034
H 0.04 -2.70 -1.85 0.0963
H -0.95 -3.93 -1.59 0.0375
H 2.52 1.65 -1.95 0.0527
H 2.84 1.50 -3.52 0.0046
H -1.76 1.33 2.93 -0.0159
H -2.86 1.77 3.82 0.0536
O -0.43 0.28 0.26 -0.0859
O 0.76 -3.44 2.45 -0.0890
O -3.19 1.51 -0.33 -0.0329
O -2.93 4.29 -0.63 -0.0750
O 0.07 2.04 -0.94 -0.0904
O 0.90 0.33 2.59 -0.0255
O 0.10 2.76 -3.91 -0.0486
O 1.81 -2.34 -1.70 -0.0265
O -3.47 -2.52 2.74 -0.0989
O 2.93 2.63 0.72 -0.0348
O 0.18 -4.27 0.16 -0.1254
O 3.79 -1.41 0.28 -0.0760
O -0.04 -3.73 -1.76 -0.1649
O 3.24 1.59 -2.66 -0.0846
O -2.59 1.75 2.89 -0.0245
```

Its energy above the lowest of the compared OMol25 structures with the same formula, charge and spin is 605.9 kJ/mol. The lowest unoccupied orbital energy is -0.002 Eh. For the highest occupied orbital energy, the calculation gives -9.170 eV. The calculation puts the total energy at -31195.3859 eV.